Here is a cluster of 2 separate species, CHCl3FOP in total in a non-equilibrium geometry from the Open Molecules 2025 dataset. Energies are from ωB97M-V/def2-TZVPD.

Results
Orbital gap (alpha / beta)   8.45 / 6.79 eV
Energy   -52673.165 eV
Relative energy (zero: lowest compared OMol25 entry of this formula, charge and spin)   331.65 kJ/mol

The geometry in ORCA input format:
```
! wB97M-V def2-TZVPD RIJCOSX def2/J DEFGRID3
* xyz 0 1
C -1.6173 0.1494 0.2204
O 2.0556 1.2342 -0.3560
F -1.5437 0.0509 1.6063
P 1.3295 -0.0508 -0.1577
Cl -2.0057 1.6393 -0.5193
Cl 1.6363 -1.2966 -1.8789
Cl 2.2869 -0.9904 1.3612
H -2.1416 -0.7360 -0.2760
*
```

Atomic partial charges in e from the natural (NBO) method, atoms 1 to 2: C 0.15; O -0.98



Here is a cluster of 2 separate species, CHClF2O in total in a non-equilibrium geometry from the Open Molecules 2025 dataset. Energies are from ωB97M-V/def2-TZVPD.

Results
Orbital gap   12.37 eV
SMILES   O=C(F)Cl.F
Energy   -21057.754 eV
Relative energy (zero: lowest compared OMol25 entry of this formula, charge and spin)   65.34 kJ/mol

The geometry in ORCA input format:
```
! wB97M-V def2-TZVPD RIJCOSX def2/J DEFGRID3
* xyz 0 1
O 0.2939 0.6623 -0.9353
C 0.8723 0.2421 -0.0228
F 0.5032 0.4751 1.2616
Cl 2.0626 -0.9618 -0.0805
F -1.5734 -0.6248 -0.1475
H -2.1586 0.2071 -0.0755
*
```

Atomic partial charges in e from the natural (NBO) method, atoms 1 to 2: O -0.49; C 0.79



Here is a structure of composition CHClF2OS2 in a non-equilibrium geometry from the Open Molecules 2025 dataset. Energies are from ωB97M-V/def2-TZVPD.

Results
Orbital gap (alpha / beta)   7.26 / 7.26 eV
Energy   -42725.368 eV
Relative energy (zero: lowest compared OMol25 entry of this formula, charge and spin)   231.77 kJ/mol

The geometry in ORCA input format:
```
! wB97M-V def2-TZVPD RIJCOSX def2/J DEFGRID3
* xyz 0 1
C 0.7142 -0.6713 0.0326
O -0.4461 1.6672 -1.1260
F 1.6145 -0.5296 -1.0038
F 1.2764 -0.7684 1.2136
S -0.2894 1.8395 1.6381
S -0.4229 0.8983 0.0467
Cl -2.3921 -0.9946 -0.4562
H -0.0545 -1.4410 -0.3450
*
```

Atomic partial charges in e from the natural (NBO) method, atoms 1 to 2: C 0.43; O -0.81



Here is a cluster of 2 separate species, CHClFNO in total in a non-equilibrium geometry from the Open Molecules 2025 dataset. Energies are from ωB97M-V/def2-TZVPD.

Results
Orbital gap (alpha / beta)   7.89 / 9.24 eV
Energy   -19826.009 eV
Relative energy (zero: lowest compared OMol25 entry of this formula, charge and spin)   359.07 kJ/mol

The geometry in ORCA input format:
```
! wB97M-V def2-TZVPD RIJCOSX def2/J DEFGRID3
* xyz 0 1
C 2.7205 0.5506 0.5623
N -0.4053 0.4217 0.0765
O 3.4650 1.2879 1.0923
F 2.8377 -0.0422 -0.6780
Cl -1.0498 1.8686 -0.3983
H 0.6276 0.5363 -0.0115
*
```

Atomic partial charges in e from the natural (NBO) method, atoms 1 to 2: C 0.79; N -0.48



Here is the molecule CHClFNO2 in a non-equilibrium geometry from the Open Molecules 2025 dataset. Energies are from ωB97M-V/def2-TZVPD.

Results
Orbital gap   11.15 eV
SMILES   O=[N+]([O-])[C@@H](F)Cl
Energy   -21874.259 eV
Relative energy (zero: lowest compared OMol25 entry of this formula, charge and spin)   53.95 kJ/mol

The geometry in ORCA input format:
```
! wB97M-V def2-TZVPD RIJCOSX def2/J DEFGRID3
* xyz 0 1
O -0.6362 1.7436 0.1821
N 0.1982 0.8850 -0.0740
O 1.3637 0.9851 -0.3240
C -0.2545 -0.5270 -0.1655
F 0.7051 -1.1845 -0.7149
Cl -0.1772 -0.9109 1.6313
H -1.1991 -0.9912 -0.5350
*
```

Atomic partial charges in e from the natural (NBO) method, atoms 1 to 2: O -0.35; N 0.48



Here is a structure of composition CHClFNS in a non-equilibrium geometry from the Open Molecules 2025 dataset. Energies are from ωB97M-V/def2-TZVPD.

Results
Orbital gap (alpha / beta)   8.01 / 8.05 eV
Energy   -28612.511 eV
Relative energy (zero: lowest compared OMol25 entry of this formula, charge and spin)   420.59 kJ/mol

The geometry in ORCA input format:
```
! wB97M-V def2-TZVPD RIJCOSX def2/J DEFGRID3
* xyz 0 1
C -1.2285 0.7567 -0.0038
N 1.7207 -0.3773 0.5063
F -2.0404 1.7962 0.0356
S -1.5366 -0.7247 -0.4556
Cl 0.9510 -1.7287 0.0451
H 2.1339 0.2779 -0.1275
*
```

Atomic partial charges in e from the natural (NBO) method, atoms 1 to 2: C 0.18; N -0.61



Here is a cluster of 2 separate species, CHClFO3 in total in a non-equilibrium geometry from the Open Molecules 2025 dataset. Energies are from ωB97M-V/def2-TZVPD.

Results
Orbital gap (alpha / beta)   9.00 / 9.00 eV
Energy   -22417.826 eV
Relative energy (zero: lowest compared OMol25 entry of this formula, charge and spin)   302.57 kJ/mol

The geometry in ORCA input format:
```
! wB97M-V def2-TZVPD RIJCOSX def2/J DEFGRID3
* xyz 1 1
C -1.3747 0.0040 -0.1916
O 2.7250 -0.4271 -0.4614
O 0.9932 0.3767 0.5251
O 2.2499 0.1325 0.5050
F -1.0873 -0.4718 -1.3305
Cl -1.9843 -0.7712 1.0401
H -1.5217 1.1569 -0.0867
*
```

Atomic partial charges in e from the natural (NBO) method, atoms 1 to 2: C 0.45; O -0.03



Here is the molecule CHClN4 in a non-equilibrium geometry from the Open Molecules 2025 dataset. Energies are from ωB97M-V/def2-TZVPD.

Results
Orbital gap   8.60 eV
Energy   -19531.690 eV
Relative energy (zero: lowest compared OMol25 entry of this formula, charge and spin)   121.31 kJ/mol

The geometry in ORCA input format:
```
! wB97M-V def2-TZVPD RIJCOSX def2/J DEFGRID3
* xyz 0 1
C -0.3657 -0.2167 0.0312
N -0.5369 -1.5600 -0.0143
N -1.5205 0.3982 0.0043
N -1.4499 -2.2381 0.0224
N -2.5458 -0.3178 -0.0765
Cl -4.0342 0.3683 0.0054
H 0.4538 0.4012 -0.1351
*
```

Atomic partial charges in e from the natural (NBO) method, atoms 1 to 2: C -0.09; N -0.02



Here is a cluster of 2 separate species, CHClN4OP in total in a non-equilibrium geometry from the Open Molecules 2025 dataset. Energies are from ωB97M-V/def2-TZVPD.

Results
Orbital gap   9.01 eV
Energy   -30873.396 eV
Relative energy (zero: lowest compared OMol25 entry of this formula, charge and spin)   84.53 kJ/mol

The geometry in ORCA input format:
```
! wB97M-V def2-TZVPD RIJCOSX def2/J DEFGRID3
* xyz -1 1
C -1.2975 -1.1273 -0.3216
N 3.4071 -0.4491 0.4225
N -1.0791 -2.1837 -0.6591
N 1.5078 0.4428 -0.4652
N 2.4148 -0.0479 0.0926
O -0.6312 1.2170 0.6664
P -1.7853 0.3314 0.8020
Cl -3.1343 0.8812 -0.6532
H 0.5977 0.9356 0.1157
*
```

Atomic partial charges in e from the natural (NBO) method, atoms 1 to 2: C -0.08; N -0.27



Here is the molecule CHClNP in a non-equilibrium geometry from the Open Molecules 2025 dataset. Energies are from ωB97M-V/def2-TZVPD.

Results
Orbital gap   6.60 eV
SMILES   P=C=NCl
Energy   -24350.455 eV
Relative energy (zero: lowest compared OMol25 entry of this formula, charge and spin)   263.57 kJ/mol

The geometry in ORCA input format:
```
! wB97M-V def2-TZVPD RIJCOSX def2/J DEFGRID3
* xyz 0 1
P 0.3813 -0.4922 -0.0130
C -0.7305 -1.1083 1.3487
N -1.2262 -2.0160 1.9704
Cl -2.1667 -2.4817 3.4502
H -0.7486 0.2445 -0.4874
*
```

Atomic partial charges in e from the natural (NBO) method, atoms 1 to 2: P 0.12; C 0.16



Here is a cluster of 3 separate species, CHClO3S in total in a non-equilibrium geometry from the Open Molecules 2025 dataset. Energies are from ωB97M-V/def2-TZVPD.

Results
Orbital gap (alpha / beta)   9.21 / 7.17 eV
Expectation value of S²   2.014
Energy   -30548.922 eV
Relative energy (zero: lowest compared OMol25 entry of this formula, charge and spin)   21.35 kJ/mol

The geometry in ORCA input format:
```
! wB97M-V def2-TZVPD RIJCOSX def2/J DEFGRID3
* xyz 0 3
C 1.7598 0.5973 0.3570
O 1.9551 1.1023 -0.6118
O -0.9202 -2.1508 -0.3095
O -1.2457 -1.2904 1.9145
S -0.2917 -1.5514 0.8433
Cl -0.8271 1.8658 -1.6256
H -0.4302 1.4272 -0.5678
*
```

Atomic partial charges in e from the natural (NBO) method, atoms 1 to 2: C 0.47; O -0.47



Here is a cluster of 2 separate species, CHClOS in total in a non-equilibrium geometry from the Open Molecules 2025 dataset. Energies are from ωB97M-V/def2-TZVPD.

Results
Orbital gap (alpha / beta)   8.14 / 6.98 eV
Expectation value of S²   2.101
Energy   -26452.488 eV
Relative energy (zero: lowest compared OMol25 entry of this formula, charge and spin)   0.00 kJ/mol

The geometry in ORCA input format:
```
! wB97M-V def2-TZVPD RIJCOSX def2/J DEFGRID3
* xyz 0 3
C 0.4634 -0.8822 -1.6584
O -0.9216 1.3526 1.4364
S -0.4043 0.1930 2.3794
Cl 1.0723 -0.6925 -0.1938
H -0.2098 0.0291 -1.9636
*
```

Atomic partial charges in e from the natural (NBO) method, atoms 1 to 2: C -0.25; O -0.61



Here is a structure of composition CHCoO2 in a non-equilibrium geometry from the Open Molecules 2025 dataset. Energies are from ωB97M-V/def2-TZVPD.

Results
Orbital gap (alpha / beta)   6.91 / 9.16 eV
Expectation value of S²   6.010
Energy   -42771.141 eV
Relative energy (zero: lowest compared OMol25 entry of this formula, charge and spin)   0.00 kJ/mol

The geometry in ORCA input format:
```
! wB97M-V def2-TZVPD RIJCOSX def2/J DEFGRID3
* xyz 0 5
H 0.4167 1.8758 -2.3426
O 0.4259 -0.2335 -0.0321
C 0.4191 -0.1244 1.2300
O 0.0793 -0.8500 2.1314
Co -0.2450 0.6845 -1.4218
*
```

Atomic partial charges in e from the natural (NBO) method, atoms 1 to 2: H -0.46; O -0.91



Here is a structure of composition CHCrF3O2S in a non-equilibrium geometry from the Open Molecules 2025 dataset. Energies are from ωB97M-V/def2-TZVPD.

Results
Orbital gap (alpha / beta)   5.68 / 5.64 eV
Expectation value of S²   6.027
Energy   -52552.108 eV

The geometry in ORCA input format:
```
! wB97M-V def2-TZVPD RIJCOSX def2/J DEFGRID3
* xyz 0 5
S 0.4858 1.0533 -0.9448
O 1.2302 1.7615 0.2838
O 1.6112 -0.0763 -1.2408
Cr 2.7986 0.6799 0.0464
C -0.9179 -0.3635 0.1519
F -1.8864 -0.3670 -0.7783
F -1.2759 0.4039 1.1853
H -0.1399 -1.1356 0.2173
F -1.9058 -1.9562 1.0791
*
```

Atomic partial charges in e from the natural (NBO) method, atoms 1 to 2: S 1.05; O -0.99



Here is a structure of composition CHCuO2 in a non-equilibrium geometry from the Open Molecules 2025 dataset. Energies are from ωB97M-V/def2-TZVPD.

Results
Orbital gap   7.46 eV
Energy   -49785.235 eV
Relative energy (zero: lowest compared OMol25 entry of this formula, charge and spin)   0.00 kJ/mol

The geometry in ORCA input format:
```
! wB97M-V def2-TZVPD RIJCOSX def2/J DEFGRID3
* xyz 0 1
O -1.2957 -0.2417 -0.2915
C 1.4842 1.2809 -0.0904
O 1.6474 0.1676 0.1445
H -1.8628 0.4506 0.0422
Cu 0.0269 -1.6575 0.1952
*
```

Atomic partial charges in e from the natural (NBO) method, atoms 1 to 2: O -1.36; C 0.59



Here is a cluster of 2 separate species, CHF2NO2 in total in a non-equilibrium geometry from the Open Molecules 2025 dataset. Energies are from ωB97M-V/def2-TZVPD.

Results
Orbital gap (alpha / beta)   9.88 / 9.54 eV
Energy   -12065.134 eV
Relative energy (zero: lowest compared OMol25 entry of this formula, charge and spin)   511.06 kJ/mol

The geometry in ORCA input format:
```
! wB97M-V def2-TZVPD RIJCOSX def2/J DEFGRID3
* xyz 0 1
C -1.6442 0.8029 0.6726
N -1.3494 2.2215 0.1341
O -1.9172 2.4984 -0.9064
O -0.6326 2.8443 0.8983
F -2.3681 -0.0377 -0.0906
F -2.0473 0.8076 1.8684
H 0.6409 -0.8484 0.4950
*
```

Atomic partial charges in e from the natural (NBO) method, atoms 1 to 2: C 0.77; N 0.45



Here is a structure of composition CHF2P in a non-equilibrium geometry from the Open Molecules 2025 dataset. Energies are from ωB97M-V/def2-TZVPD.

Results
Orbital gap (alpha / beta)   7.27 / 7.26 eV
Energy   -15772.644 eV
Relative energy (zero: lowest compared OMol25 entry of this formula, charge and spin)   242.92 kJ/mol

The geometry in ORCA input format:
```
! wB97M-V def2-TZVPD RIJCOSX def2/J DEFGRID3
* xyz 0 1
C 0.7235 0.0558 -0.0182
F 1.9497 0.4542 0.1835
F 0.6724 -1.2631 -0.0987
P -1.4082 1.0252 -0.0697
H -1.9374 -0.2721 0.0031
*
```

Atomic partial charges in e from the natural (NBO) method, atoms 1 to 2: C 0.72; F -0.30



Here is a structure of composition CHF3MgNO3RhS2 in a non-equilibrium geometry from the Open Molecules 2025 dataset. Energies are from ωB97M-V/def2-TZVPD.

Results
Orbital gap (alpha / beta)   5.81 / 4.27 eV
Expectation value of S²   6.012
Energy   -46935.988 eV

The geometry in ORCA input format:
```
! wB97M-V def2-TZVPD RIJCOSX def2/J DEFGRID3
* xyz 2 5
Rh -0.2272 1.1907 4.1118
N -1.2290 1.1876 0.9707
S -2.1971 2.1438 2.0715
O -1.1613 2.5643 3.2454
S -0.8833 -0.2135 1.4761
O -0.1760 -0.3087 2.8664
O 0.0611 -0.9651 0.5914
C -2.3642 -1.3892 1.7175
F -2.9198 -1.1813 2.8894
F -3.2239 -1.1441 0.7554
F -1.9364 -2.6295 1.6398
Mg 1.5610 -1.3256 1.9375
H 3.3080 -0.2472 1.1985
*
```

Atomic partial charges in e from the natural (NBO) method, atoms 1 to 2: Rh 0.96; N -1.00



Here is a structure of composition CHF3MgNO3S2Yb in a non-equilibrium geometry from the Open Molecules 2025 dataset. Energies are from ωB97M-V/def2-TZVPD.

Results
Orbital gap   4.27 eV
Energy   -75473.750 eV
Relative energy (zero: lowest compared OMol25 entry of this formula, charge and spin)   140.52 kJ/mol

The geometry in ORCA input format:
```
! wB97M-V def2-TZVPD RIJCOSX def2/J DEFGRID3
* xyz 1 1
Mg 1.3284 2.1278 1.3058
N -0.1081 -0.2545 -0.0978
S 1.4477 -0.2602 -0.5090
O 2.2544 0.8976 0.1356
S -0.7808 0.8760 1.0595
O -2.2797 1.4848 -0.0926
C 1.9954 -1.6539 0.6287
F 1.3922 -2.7685 0.2502
F 1.6596 -1.3696 1.8788
F 3.3059 -1.7962 0.5401
Yb -2.1855 -0.1836 -1.4506
O -3.9787 1.0214 -1.6118
H -4.0506 1.8790 -2.0368
*
```

Atomic partial charges in e from the natural (NBO) method, atoms 1 to 2: Mg 1.65; N -1.23



Here is a structure of composition CHF3N2 in a non-equilibrium geometry from the Open Molecules 2025 dataset. Energies are from ωB97M-V/def2-TZVPD.

Results
Orbital gap (alpha / beta)   10.23 / 7.33 eV
Energy   -12175.086 eV
Relative energy (zero: lowest compared OMol25 entry of this formula, charge and spin)   1128.76 kJ/mol

The geometry in ORCA input format:
```
! wB97M-V def2-TZVPD RIJCOSX def2/J DEFGRID3
* xyz 0 1
C 0.1740 -0.4427 -0.0476
N 1.3337 1.0558 0.0395
N -1.0234 -0.0682 0.2375
F 2.5517 0.5083 -0.0464
F -1.4108 1.2099 0.1036
F -2.1728 -0.8261 -0.1887
H 0.5476 -1.4370 -0.0978
*
```

Atomic partial charges in e from the natural (NBO) method, atoms 1 to 2: C -0.02; N 0.10